{
  "formula": "C71H59AsIrN8O2P",
  "method": "ωB97M-V/def2-TZVPD",
  "total_charge": 2,
  "lumo_energy_ev": [-4.6, -8.4],
  "multiplicity": 5,
  "e_homo_ev": [-11.30, -12.13],
  "orbital_gap_ev": [6.7, 3.7],
  "species": ["Ir", "As", "P", "O", "O", "N", "N", "N", "N", "N", "N", "N", "N", "C", "C", "C", "C", "C", "C", "C", "C", "C", "C", "C", "C", "C", "C", "C", "C", "C", "C", "C", "C", "C", "C", "C", "C", "C", "C", "C", "C", "C", "C", "C", "C", "C", "C", "C", "C", "C", "C", "C", "C", "C", "C", "C", "C", "C", "C", "C", "C", "C", "C", "C", "C", "C", "C", "C", "C", "C", "C", "C", "C", "C", "C", "C", "C", "C", "C", "C", "C", "C", "C", "C", "H", "H", "H", "H", "H", "H", "H", "H", "H", "H", "H", "H", "H", "H", "H", "H", "H", "H", "H", "H", "H", "H", "H", "H", "H", "H", "H", "H", "H", "H", "H", "H", "H", "H", "H", "H", "H", "H", "H", "H", "H", "H", "H", "H", "H", "H", "H", "H", "H", "H", "H", "H", "H", "H", "H", "H", "H", "H", "H"],
  "positions_angstrom": [[-0.0771, 0.3580, 0.0572], [-2.4994, -1.3623, -0.4402], [3.2818, 0.4963, 1.4753], [-3.8179, 1.5454, 1.7325], [-0.7890, 1.9645, -1.5383], [-0.5525, 0.8640, 3.1919], [1.0044, 2.1957, 1.1788], [2.0310, 0.5152, -1.0766], [2.5289, -1.9602, 2.5599], [1.2818, -1.4058, 0.8260], [2.5849, 2.9860, 2.5009], [-2.1163, 1.6081, 0.2119], [4.2394, 0.4818, -1.1263], [-3.0602, -1.4759, 2.3594], [2.4642, 6.2596, 2.7236], [3.1350, 0.5043, -0.3422], [2.6663, -6.5553, 3.1505], [3.7934, 3.0788, 3.2771], [0.6287, 5.4920, 4.0781], [-2.9356, 3.1631, -1.3542], [-1.5882, 6.0267, 0.1128], [-2.7944, -4.4373, -4.0420], [1.5417, 0.5440, -3.5270], [-0.5597, 5.1124, 0.2633], [3.8237, 0.4830, -2.4244], [-1.6790, -5.2323, 0.5267], [1.6224, -6.9114, 3.9869], [-2.6419, 6.0422, 1.0110], [4.5886, -0.5793, -4.5317], [0.5203, 6.7487, 4.6413], [-3.8346, -3.2572, -2.2276], [0.7068, -4.7004, 3.8009], [-5.2149, -0.2092, -0.5956], [1.6075, 3.9327, 2.4396], [-1.8391, 2.2234, -0.9406], [-1.5712, -3.8938, -3.6937], [0.6512, -5.9818, 4.3183], [-4.2119, -3.1862, 1.1447], [-6.2492, 0.4036, -1.2869], [2.4279, 0.5130, -2.3791], [-0.0780, 0.4535, -5.7887], [-1.6642, 4.1950, 2.1906], [-3.5808, -1.9460, 3.5501], [-4.7606, -3.6379, 2.3340], [1.3706, 7.7660, 4.2404], [5.5925, 0.3448, -0.6569], [-3.9707, -0.3495, -1.1993], [-0.0441, -5.3330, -1.2231], [5.5245, -0.7090, -5.5394], [0.2894, -0.0649, -3.4736], [0.9714, -2.6742, 1.1878], [6.6318, 0.1258, -5.5796], [1.7477, -4.3431, 2.9474], [-1.4772, -3.0505, -2.5988], [-1.1900, -5.8252, -0.6238], [-0.5897, 4.1952, 1.3073], [1.1511, 1.0935, -5.8416], [2.1829, 1.9356, 1.7386], [-4.4287, -3.0407, 3.5386], [-6.0459, 0.8870, -2.5713], [2.2159, -0.9761, 1.6804], [-0.5053, -0.1210, -4.6003], [-3.9205, -4.1297, -3.2972], [2.7321, -5.2753, 2.6314], [-2.6835, 5.1167, 2.0408], [0.6143, -4.2483, -0.6736], [6.7906, 1.1099, -4.6163], [-3.3293, 1.9755, 0.7191], [-3.9515, 3.0016, -0.2302], [-4.8042, 0.7509, -3.1750], [3.4972, -1.8754, 3.6182], [1.5957, 5.2399, 3.1062], [4.7551, 0.3945, -3.5432], [0.1252, -3.6476, 0.4838], [0.6205, 3.4173, 1.6134], [1.7405, -3.0336, 2.2812], [-3.3496, -2.0974, 1.1545], [1.9570, 1.1410, -4.7227], [2.3466, 7.5167, 3.2900], [5.8600, 1.2472, -3.6041], [-2.6022, -2.7280, -1.8564], [-1.0212, -4.1524, 1.0878], [-0.5814, 0.2762, 2.1876], [-3.7744, 0.1387, -2.4883], [-2.5480, 4.1772, -1.4333], [3.5316, -5.0008, 1.9589], [-0.6562, 1.4419, 3.9994], [6.0062, 1.3050, -0.3434], [-4.9118, 2.6199, -0.5726], [1.5652, -7.9126, 4.3825], [-1.5535, 6.7475, -0.6890], [4.6463, 3.3508, 2.6510], [5.3994, -1.4704, -6.2930], [-6.8520, 1.3677, -3.1040], [-0.7008, 0.4029, -6.6684], [3.4239, -7.2779, 2.8942], [-4.8274, -3.4289, 4.4630], [-0.6928, -4.1166, -4.2799], [0.3475, -5.8115, -2.1066], [-0.5197, -2.6316, -2.3166], [-5.3797, -0.5701, 0.4134], [-4.8754, -4.5533, -3.5682], [-0.1566, -6.2636, 4.9748], [7.6439, 1.7693, -4.6473], [3.7397, -1.2455, -4.4882], [-2.7954, 0.0359, -2.9433], [-4.6444, 1.1195, -4.1773], [3.2054, 6.0772, 1.9588], [-0.0342, -0.5152, -2.5358], [5.6233, -0.3439, 0.1886], [-4.1226, 3.9239, 0.3218], [1.5265, -3.8764, -1.1193], [7.3736, 0.0085, -6.3534], [-2.8769, -5.0854, -4.9004], [1.2710, 8.7494, 4.6713], [-1.4536, -0.6365, -4.5746], [3.6629, 3.8456, 4.0397], [6.2057, -0.0576, -1.4612], [-1.3706, -3.7140, 2.0109], [3.2774, -2.6414, 4.3602], [-3.4272, 6.7747, 0.9110], [-0.2323, 6.9374, 5.3901], [-0.0523, -3.9747, 4.0588], [-2.5551, -5.6329, 1.0093], [3.4360, -0.8943, 4.0895], [-4.7406, -2.9714, -1.7063], [-7.2199, 0.5013, -0.8221], [4.5104, -2.0300, 3.2377], [-5.4537, -4.4660, 2.3169], [-0.0387, 4.7017, 4.3886], [3.0120, 8.3078, 2.9841], [2.9057, 1.6542, -4.7651], [3.9953, 2.1237, 3.7636], [-3.5039, 5.1254, 2.7401], [1.4849, 1.5538, -6.7586], [-3.3260, -1.4648, 4.4813], [5.9735, 2.0303, -2.8678], [-1.7059, 3.4788, 2.9983], [-1.6868, -6.6820, -1.0473], [0.2771, 5.1124, -0.4197], [-2.4095, -0.6102, 2.3399], [-4.4579, -3.6969, 0.2232], [-3.3210, 2.8686, -2.3293]],
  "forces_ev_per_angstrom": [[-1.064, 0.176, 0.528], [0.437, -0.128, -0.424], [-1.043, 0.085, 0.249], [-0.170, -0.089, 0.561], [1.048, -0.343, -0.588], [-0.221, -0.429, -0.132], [0.470, -0.415, -0.379], [-0.021, -0.147, 0.210], [-0.352, 0.085, -0.179], [0.051, 0.367, 0.073], [-0.356, 0.067, -0.039], [1.404, -0.336, -0.367], [-0.047, 0.120, -1.070], [0.277, 0.285, -0.254], [-0.121, -0.132, 0.014], [-0.830, -0.013, -0.077], [0.072, -0.043, -0.011], [0.570, 0.052, 0.365], [0.173, -0.038, -0.043], [0.023, 0.173, -0.183], [0.000, 0.139, 0.011], [0.143, -0.039, -0.042], [0.753, -0.029, 0.873], [-0.010, -0.126, 0.076], [1.720, -0.014, -0.095], [-0.011, -0.102, -0.015], [0.009, 0.019, 0.022], [0.054, 0.034, -0.030], [-0.150, -0.054, -0.017], [-0.040, 0.058, 0.049], [-0.076, -0.133, -0.041], [0.157, 0.069, 0.026], [0.170, -0.137, 0.112], [-0.334, -0.120, -0.207], [-1.350, 0.147, 0.874], [-0.047, 0.053, -0.165], [-0.069, -0.039, 0.054], [-0.067, 0.015, -0.099], [-0.093, 0.073, -0.114], [-1.652, 0.141, -0.522], [0.048, 0.025, 0.013], [-0.012, 0.076, -0.168], [-0.012, -0.081, 0.053], [-0.071, -0.164, -0.083], [0.008, -0.046, 0.016], [0.871, -0.153, 0.281], [-0.175, 0.011, -0.063], [0.179, -0.041, 0.036], [0.018, -0.057, -0.068], [-0.806, -0.333, 0.262], [0.267, -0.222, 0.395], [-0.083, -0.052, 0.041], [0.115, -0.025, 0.193], [0.003, 0.351, 0.156], [0.021, -0.009, 0.032], [-0.130, 0.090, -0.096], [0.431, 0.244, 0.049], [0.191, -0.163, -0.273], [0.039, 0.017, 0.057], [-0.072, -0.044, 0.047], [0.349, -0.010, -0.360], [-0.069, -0.230, 0.376], [-0.197, 0.018, 0.024], [-0.090, 0.108, 0.043], [-0.007, 0.035, 0.146], [-0.048, -0.033, 0.125], [-0.002, 0.166, 0.145], [-0.224, 0.493, -0.554], [-0.205, -0.048, 0.132], [-0.027, 0.032, -0.020], [0.521, 0.040, 0.496], [0.122, 0.088, 0.220], [-0.087, 0.036, 0.169], [-0.112, -0.083, -0.085], [0.406, 0.223, 0.312], [-0.362, -0.022, -0.337], [-0.029, -0.048, -0.245], [0.186, 0.162, -0.718], [0.066, 0.062, 0.016], [0.108, 0.041, 0.013], [-0.120, 0.154, 0.431], [0.202, 0.017, -0.025], [0.534, 0.558, 0.484], [0.109, -0.042, 0.171], [0.038, -0.028, -0.059], [0.090, 0.014, -0.092], [-0.059, -0.066, 0.070], [-0.058, -0.055, -0.035], [-0.018, 0.015, 0.011], [0.002, -0.122, 0.051], [0.005, 0.081, -0.112], [-0.068, -0.022, 0.059], [-0.029, -0.091, -0.051], [-0.103, 0.018, -0.044], [-0.059, -0.003, -0.085], [0.099, -0.095, -0.034], [-0.104, -0.002, 0.085], [0.129, -0.059, -0.065], [0.040, -0.035, -0.134], [-0.010, -0.031, -0.029], [0.013, -0.003, -0.054], [-0.115, -0.014, -0.043], [-0.102, -0.005, 0.082], [0.060, 0.075, -0.037], [-0.068, -0.070, -0.008], [-0.015, 0.009, -0.075], [0.010, 0.057, -0.105], [0.084, -0.020, -0.079], [0.003, 0.052, -0.253], [-0.026, 0.091, -0.111], [-0.092, -0.073, -0.063], [0.113, 0.023, -0.054], [0.046, -0.011, -0.113], [0.007, -0.108, -0.076], [0.018, 0.114, 0.044], [-0.064, -0.072, 0.101], [0.006, -0.059, -0.055], [-0.040, 0.019, 0.095], [-0.085, 0.009, 0.025], [0.019, 0.050, -0.045], [-0.101, 0.080, -0.019], [-0.092, 0.026, 0.087], [-0.062, 0.036, -0.023], [-0.158, -0.028, 0.056], [0.045, -0.099, 0.047], [0.037, 0.012, -0.034], [-0.045, 0.029, 0.043], [-0.103, -0.003, 0.058], [-0.016, -0.118, 0.015], [-0.045, -0.039, 0.003], [0.085, 0.094, -0.055], [-0.003, 0.063, -0.049], [0.029, 0.122, -0.011], [-0.143, -0.038, 0.083], [0.005, 0.077, -0.060], [0.007, 0.092, 0.119], [0.053, 0.055, 0.044], [-0.006, -0.051, 0.060], [-0.117, -0.130, -0.057], [0.097, 0.025, -0.057], [-0.444, -0.225, 0.157], [0.026, 0.010, 0.047], [0.030, 0.033, -0.008]],
  "mulliken_spin": [1.588, 0.146, 0.006, -0.002, 0.120, -0.049, 0.092, 0.101, 0.007, 0.116, 0.004, -0.009, -0.009, 0.019, 0.002, 0.093, 0.000, -0.001, 0.002, 0.012, 0.000, -0.001, 0.069, 0.004, 0.196, -0.001, 0.001, 0.000, 0.078, -0.001, -0.006, 0.001, 0.005, 0.026, 0.131, 0.004, 0.000, 0.004, -0.001, 0.174, 0.125, 0.001, 0.005, 0.001, 0.001, -0.004, 0.043, 0.002, -0.025, 0.056, 0.013, 0.054, 0.012, -0.006, 0.000, 0.009, -0.026, -0.006, 0.001, 0.002, 0.049, -0.022, 0.000, 0.002, -0.001, 0.009, -0.011, 0.058, 0.016, -0.002, 0.001, -0.001, 0.032, -0.022, 0.031, 0.019, 0.058, 0.072, -0.001, 0.042, 0.053, -0.003, 0.368, -0.013, 0.001, 0.000, 0.012, 0.000, 0.000, 0.000, 0.000, 0.000, 0.000, 0.000, 0.001, 0.000, 0.000, 0.000, 0.000, -0.028, 0.001, 0.000, 0.000, 0.001, 0.003, 0.000, 0.000, 0.000, 0.084, -0.002, 0.000, 0.001, 0.001, 0.000, 0.000, 0.008, 0.000, 0.002, 0.000, -0.001, 0.000, 0.000, 0.000, 0.000, 0.000, 0.001, 0.000, 0.000, 0.000, 0.001, 0.000, 0.005, 0.000, 0.000, 0.001, 0.000, -0.002, 0.004, 0.000, 0.001, -0.008, 0.001, 0.000]
}